{"formula": "C19H50N3NbO2PS2", "method": "ωB97M-V/def2-TZVPD", "elements": ["C", "C", "N", "C", "C", "C", "S", "S", "C", "C", "C", "Nb", "P", "C", "C", "C", "H", "H", "H", "H", "H", "H", "H", "H", "H", "H", "H", "H", "H", "H", "H", "H", "H", "H", "H", "H", "H", "H", "H", "H", "H", "H", "H", "H", "C", "C", "C", "O", "C", "N", "H", "H", "H", "H", "H", "H", "H", "H", "H", "H", "H", "C", "C", "C", "O", "C", "N", "H", "H", "H", "H", "H", "H", "H", "H", "H", "H", "H"], "positions_angstrom": [[-2.44605, -0.43067, 0.19419], [-1.33349, -1.00656, -0.68399], [-1.44553, -2.46037, -0.92825], [-2.78494, -2.89716, -1.37212], [-3.43447, -3.72481, -0.28504], [-0.42615, -2.83716, -1.82177], [1.03936, -3.20521, -1.22292], [-0.72236, -2.96584, -3.58997], [0.01272, -1.44620, -4.26197], [-0.83005, -0.16515, -4.26550], [-1.45358, 0.17360, -5.64274], [-3.42875, -0.94288, -6.01116], [-4.93055, 1.05522, -5.45283], [-4.23158, 2.59713, -6.24507], [-4.98280, 1.36660, -3.60621], [-3.81031, 2.17413, -3.05691], [-3.09776, -1.18044, 0.61507], [-2.03956, 0.17587, 0.99345], [-3.06996, 0.21829, -0.40685], [-1.27557, -0.42081, -1.59412], [-0.39226, -0.85669, -0.17115], [-2.71644, -3.54151, -2.23469], [-3.41695, -2.07434, -1.67996], [-4.36903, -4.15785, -0.62826], [-3.64202, -3.15166, 0.61141], [-2.78514, -4.54199, -0.00281], [0.96502, -1.31532, -3.76226], [0.23823, -1.70187, -5.28764], [-1.63942, -0.28854, -3.55697], [-0.18741, 0.64687, -3.92381], [-0.70817, -0.04548, -6.40076], [-1.64715, 1.24032, -5.60713], [-3.65212, -1.56654, -4.29319], [-4.82467, -2.07557, -6.44515], [-3.29753, -0.46725, -7.77936], [-2.29143, -2.33910, -6.28626], [-3.22185, 2.44835, -6.59858], [-4.31848, 3.44720, -5.57999], [-4.86275, 2.80199, -7.09970], [-5.92490, 1.85216, -3.37478], [-4.99557, 0.40777, -3.11174], [-4.09462, 2.65009, -2.12206], [-2.97904, 1.50579, -2.85967], [-3.47554, 2.95229, -3.72906], [4.42563, -1.60087, 0.53669], [4.87201, -0.69094, 1.67344], [3.77497, -0.45649, 2.72117], [2.75945, 0.44471, 2.33106], [1.72988, -0.11227, 1.52122], [5.38281, 0.56450, 1.11396], [3.77561, -1.08419, -0.16803], [5.28581, -1.95932, -0.02810], [3.88816, -2.47104, 0.91787], [5.70051, -1.18728, 2.18876], [4.24454, -0.00019, 3.60004], [3.33264, -1.40571, 3.05292], [1.51897, -1.15003, 1.79083], [1.98421, -0.05628, 0.46130], [0.83014, 0.48098, 1.68338], [5.77497, 1.13001, 1.86199], [4.58492, 1.10276, 0.78581], [2.52312, 0.89615, 7.97024], [3.07138, 0.80967, 6.54861], [3.90745, 2.03137, 6.13697], [3.15801, 3.18791, 5.82268], [2.75045, 3.96630, 6.92984], [1.96516, 0.55387, 5.62489], [1.66811, 1.56816, 8.03634], [2.18455, -0.08568, 8.30015], [3.28679, 1.24242, 8.67061], [3.74125, -0.05564, 6.51177], [4.44322, 1.77914, 5.21813], [4.66578, 2.26671, 6.89707], [3.49902, 3.95404, 7.72803], [1.78934, 3.62787, 7.32469], [2.62769, 4.99226, 6.58296], [2.34074, 0.38952, 4.69466], [1.44335, 1.42084, 5.52637]], "atomic_forces_ev_per_a": [[-0.1, 0.1, -0.5], [0.1, 0.1, 1.0], [-0.6, 0.3, -1.2], [-0.2, -0.3, 0.4], [-0.2, 0.0, 0.2], [0.8, -0.2, 0.4], [0.3, 0.2, 0.0], [-0.6, -0.2, -0.3], [0.1, 0.2, 0.1], [-0.3, -0.5, -0.3], [0.3, -1.0, 0.3], [-0.1, 1.1, 0.2], [0.7, -0.5, 0.5], [-0.7, -0.4, 0.2], [0.0, 0.7, -0.4], [-0.2, -0.3, 0.2], [0.0, -0.2, 0.2], [0.1, 0.0, 0.2], [-0.3, 0.2, -0.1], [-0.1, -0.1, -0.4], [0.3, -0.1, 0.0], [0.2, 0.0, -0.4], [-0.1, 0.4, -0.1], [-0.2, 0.0, -0.1], [0.0, 0.1, 0.2], [0.3, -0.2, 0.1], [0.2, 0.1, 0.2], [0.0, -0.3, -0.3], [-0.1, 0.1, 0.4], [0.1, 0.2, 0.1], [0.2, 0.3, -0.3], [-0.2, 0.4, -0.4], [-0.6, -0.2, 0.2], [0.6, -0.5, -0.4], [-0.5, 0.0, -0.5], [0.2, 0.0, 0.4], [0.3, 0.1, 0.1], [0.2, 0.2, 0.1], [-0.1, 0.1, -0.3], [-0.2, 0.2, 0.1], [-0.1, -0.4, -0.1], [0.0, 0.1, 0.3], [0.3, 0.0, 0.0], [0.1, 0.2, -0.2], [0.0, -0.2, -0.1], [-0.2, 0.0, -0.2], [0.2, 0.0, 0.2], [-0.1, -0.1, 0.0], [0.0, 0.2, 0.0], [0.0, 0.0, 0.2], [0.0, 0.0, 0.0], [0.0, 0.1, 0.0], [0.0, 0.0, 0.0], [0.0, 0.0, 0.1], [0.0, 0.0, 0.0], [0.0, 0.0, -0.1], [0.0, 0.0, 0.0], [0.0, -0.1, 0.0], [0.0, 0.0, 0.1], [0.1, 0.0, 0.0], [0.0, 0.0, -0.1], [0.1, -0.1, 0.1], [-0.2, 0.2, 0.1], [0.1, -0.1, -0.1], [0.0, 0.0, 0.1], [-0.1, 0.0, -0.2], [0.2, 0.1, -0.1], [0.0, 0.0, -0.1], [0.0, 0.0, 0.0], [0.0, 0.0, 0.0], [0.1, 0.0, -0.1], [0.0, 0.0, 0.0], [-0.1, 0.0, 0.1], [0.0, 0.0, 0.0], [0.0, 0.0, 0.1], [0.0, 0.0, 0.0], [-0.1, 0.0, 0.0], [-0.1, 0.0, 0.0]], "e_tot_ev": -61581.3599, "gap_ev": 6.292, "total_charge": -1}

{"formula": "C23H25NO3", "method": "ωB97M-V/def2-TZVPD", "elements": ["C", "O", "C", "C", "C", "C", "C", "C", "C", "N", "C", "O", "C", "C", "C", "C", "C", "C", "O", "C", "C", "C", "C", "C", "C", "C", "C", "H", "H", "H", "H", "H", "H", "H", "H", "H", "H", "H", "H", "H", "H", "H", "H", "H", "H", "H", "H", "H", "H", "H", "H", "H"], "positions_angstrom": [[3.12349, -2.12278, -1.74725], [1.97539, -1.49884, -1.23348], [1.17513, -0.78406, -2.07583], [1.39674, -0.64497, -3.43889], [0.51279, 0.08405, -4.21876], [-0.59815, 0.66983, -3.64739], [-0.81753, 0.53646, -2.28530], [0.05680, -0.17213, -1.48526], [-0.14032, -0.33852, 0.00870], [-1.33805, 0.29779, 0.51068], [-2.36588, -0.40857, 1.02486], [-2.39240, -1.62336, 1.02099], [-3.47818, 0.43182, 1.63453], [-4.42756, 1.07829, 0.60788], [-4.80395, 0.08173, -0.48532], [-3.85488, 2.35824, 0.00206], [1.07274, 0.19833, 0.74440], [1.38334, 1.53495, 0.58015], [0.54254, 2.33130, -0.15303], [2.53475, 2.09163, 1.16185], [3.36985, 1.31655, 1.91067], [3.07444, -0.04139, 2.13736], [3.92671, -0.84160, 2.92694], [3.63950, -2.15561, 3.15920], [2.47443, -2.71617, 2.61559], [1.63153, -1.96829, 1.84222], [1.90326, -0.61009, 1.56216], [3.59568, -2.60677, -0.89326], [3.81934, -1.39608, -2.17969], [2.87207, -2.87812, -2.49922], [2.25324, -1.10533, -3.90595], [0.69898, 0.18311, -5.27798], [-1.29432, 1.22915, -4.25382], [-1.68941, 0.98949, -1.84151], [-0.27076, -1.40640, 0.20282], [-1.32423, 1.30347, 0.55762], [-3.04123, 1.20548, 2.26980], [-4.05781, -0.24468, 2.26512], [-5.33965, 1.35440, 1.15133], [-5.19530, -0.83242, -0.04643], [-3.93372, -0.18013, -1.08324], [-5.56103, 0.50449, -1.14264], [-4.60389, 2.83701, -0.62571], [-3.56758, 3.06163, 0.78169], [-2.98634, 2.15072, -0.61716], [0.94234, 3.20200, -0.26282], [2.75142, 3.13964, 0.99562], [4.26492, 1.73848, 2.34421], [4.81319, -0.38792, 3.34775], [4.29600, -2.76430, 3.76355], [2.24286, -3.75197, 2.81667], [0.73870, -2.42959, 1.45354]], "atomic_forces_ev_per_a": [[0.2, -0.1, -0.1], [-0.4, 0.2, -0.1], [-0.2, 0.1, -0.1], [0.3, -0.2, 0.1], [-0.1, 0.1, 0.0], [0.0, 0.1, -0.1], [0.1, -0.1, 0.0], [0.1, -0.3, -0.1], [0.1, -0.2, 0.0], [0.3, 0.2, -0.3], [-0.3, 0.3, 0.4], [-0.1, -0.4, 0.0], [-0.2, -0.1, 0.0], [0.1, 0.0, -0.1], [-0.1, 0.1, 0.2], [-0.2, -0.1, 0.1], [-0.2, 0.6, -0.1], [0.1, -0.5, 0.3], [-0.1, 0.1, 0.0], [0.2, 0.0, 0.1], [-0.1, 0.2, -0.2], [-0.2, -0.2, -0.1], [0.1, -0.2, 0.1], [0.2, 0.2, 0.1], [-0.2, 0.0, -0.1], [0.0, -0.2, 0.0], [0.3, 0.3, 0.2], [0.0, 0.0, -0.1], [0.0, 0.0, 0.0], [0.0, 0.0, 0.0], [0.1, -0.1, 0.0], [0.0, 0.0, -0.1], [-0.1, 0.0, -0.1], [-0.1, 0.0, 0.1], [0.0, 0.2, 0.0], [-0.1, 0.0, 0.1], [0.0, 0.0, 0.1], [0.1, 0.0, 0.0], [0.1, 0.0, 0.0], [0.0, -0.1, 0.0], [0.1, -0.1, -0.1], [-0.1, 0.0, -0.1], [0.0, 0.1, -0.1], [0.1, 0.1, 0.1], [0.1, 0.0, -0.1], [-0.1, -0.1, 0.0], [0.0, 0.1, 0.0], [0.1, 0.1, 0.0], [0.1, 0.0, 0.0], [0.1, 0.0, 0.1], [-0.1, -0.1, 0.0], [-0.1, -0.1, -0.1]], "e_tot_ev": -31890.2639, "gap_ev": 8.478, "e_above_lowest_kcal_mol": 0.00, "smiles": "COc1ccccc1[C@H](NC(=O)CC(C)C)c1c(O)ccc2ccccc12"}